# 1
Entry from the OMol25 dataset: C19H23IrNOP as an isolated structure in a non-equilibrium geometry (wB97M-V/def2-TZVPD).

Last column: Mulliken charge in e.
Element x y z (Å)
Ir 0.00 0.00 0.00  0.894
P -2.03 -0.02 2.37  0.799
O -0.66 0.49 1.81  -0.928
N 1.27 1.87 -0.06  -0.803
C -3.12 -2.59 2.82  -0.185
C -2.48 0.43 6.45  -0.579
C -1.97 -1.88 2.46  0.604
C -2.25 2.09 4.21  -0.658
C -1.92 -4.68 2.64  -0.497
C -0.76 -3.98 2.30  -0.732
C -2.41 2.65 5.49  -0.471
C -4.01 1.97 -0.66  -0.747
C -0.78 -2.58 2.21  -0.280
C -3.10 -3.98 2.91  -0.736
C -2.32 -0.13 5.18  -0.327
C -4.68 0.49 1.60  -0.469
C -2.20 0.70 4.05  0.464
C -3.00 1.42 0.13  -0.176
C 1.56 -1.15 -2.31  -0.786
C -2.53 1.81 6.61  -0.626
C -3.33 0.67 1.27  0.913
C -5.35 1.78 -0.33  -0.478
C -5.69 1.04 0.81  -0.753
H -4.05 -2.07 3.03  0.201
H -2.56 -0.22 7.31  0.416
H -2.28 -1.20 5.08  0.392
H 2.11 -1.41 -1.39  0.184
H 0.13 -2.06 1.96  0.450
H -4.00 -4.52 3.18  0.419
H -6.73 0.90 1.07  0.421
H 0.60 -0.67 -2.07  0.145
H -0.86 -1.31 0.04  0.035
H 2.03 -0.45 -3.12  0.264
H 0.79 2.71 -0.42  0.306
H 2.10 1.76 -0.66  0.333
H 0.16 -4.52 2.10  0.405
H 1.64 2.13 0.87  0.306
H -2.17 2.75 3.35  0.415
H -3.75 2.55 -1.54  0.420
H -4.96 -0.07 2.49  0.289
H -6.13 2.22 -0.94  0.392
H -2.65 2.24 7.59  0.414
H 1.42 -2.07 -2.90  0.314
H -1.90 -5.76 2.71  0.400
H -2.46 3.72 5.61  0.426
H -1.97 1.59 -0.14  0.213

Largest force on an atom in eV Å⁻¹: 5.12
Net charge: +1
LUMO (spin up / spin down) in eV: -2.44 / -6.12
HOMO-LUMO gap (spin up / spin down) in eV: 5.637 / 6.069
Expectation value of S²: 8.80
Spin multiplicity: 6
E_HOMO (spin up / spin down) in eV: -8.078 / -12.191

***

# 2
Entry from the OMol25 dataset: C41H42P2PtSe as an isolated structure in a non-equilibrium geometry (wB97M-V/def2-TZVPD).

Last column: Mulliken charge in e.
Element x y z (Å)
Pt -1.23 -0.96 0.76  0.507
Se 0.53 -2.38 2.92  -0.027
P 0.17 0.82 -3.04  0.613
P -1.56 2.14 -1.70  0.350
C 0.91 2.37 -2.52  -1.002
C 1.36 -1.67 -3.42  -0.177
C 0.01 3.04 -1.74  -0.238
C 3.93 -0.90 -2.66  -0.666
C -1.76 -4.36 5.83  -0.477
C -2.19 2.88 0.86  -0.406
C -1.20 2.50 -6.60  -0.692
C -2.79 3.39 -2.29  0.288
C 0.61 1.02 -7.19  -0.698
C -2.53 0.49 0.32  0.195
C -0.08 -3.78 4.19  -0.051
C -2.56 4.78 -2.28  -0.294
C 3.68 -2.22 -3.05  -0.470
C 2.38 -2.61 -3.42  -0.820
C 3.14 -1.92 4.93  -1.221
C 3.96 -2.12 3.63  -0.712
C 1.66 -1.70 4.78  -0.082
C -1.11 2.08 -5.27  -0.231
C -1.42 -3.76 4.61  -0.407
C -2.98 0.23 1.67  -1.257
C 3.31 -1.99 2.30  -0.289
C -4.07 2.92 -2.63  -0.376
C 1.18 -0.49 4.22  -0.650
C -2.62 2.61 2.16  -0.919
C -5.12 3.81 -2.88  -0.600
C 2.90 0.04 -2.63  -0.507
C -4.90 5.19 -2.80  -0.421
C -0.33 1.99 -7.56  -0.470
C 0.83 -4.64 4.83  -0.341
C 2.89 -0.90 1.61  -0.067
C -3.62 5.67 -2.50  -0.647
C 2.20 0.34 2.09  -0.003
C 1.60 -0.33 -3.03  0.973
C -0.81 -5.10 6.55  -0.412
C 0.73 0.63 -5.85  -0.412
C 0.48 -5.27 6.03  -0.492
C -0.67 -2.20 -0.73  -0.967
C -0.12 1.16 -4.87  0.474
C -2.11 1.84 -0.04  0.106
C 2.08 0.49 3.62  -0.911
C -2.90 1.32 2.58  -0.304
H 3.32 -2.79 5.59  0.415
H 1.11 -2.10 5.65  0.783
H 1.49 -0.10 -5.58  0.270
H 3.38 -2.92 1.71  0.203
H 0.38 -2.45 -0.47  0.053
H -1.27 -3.13 -0.76  0.507
H -1.84 2.46 -4.54  0.179
H -2.78 -4.27 6.22  0.369
H 3.57 -1.06 5.49  0.454
H 1.18 0.42 1.65  -0.311
H 3.12 1.05 -2.31  0.276
H 1.82 -4.77 4.40  0.491
H -3.70 -0.58 1.85  0.440
H -3.46 6.75 -2.45  0.370
H -0.70 -1.68 -1.70  0.053
H -2.15 -3.23 4.01  0.440
H 2.15 -3.63 -3.73  0.410
H 1.63 1.46 3.85  0.455
H 2.91 -0.98 0.51  0.027
H -2.71 3.46 2.83  0.370
H -1.57 5.19 -2.10  0.351
H 4.95 -0.62 -2.37  0.375
H -1.06 -5.53 7.53  0.341
H 1.26 0.57 -7.94  0.392
H -5.74 5.88 -2.97  0.366
H -3.13 1.13 3.63  0.463
H 1.21 -5.89 6.57  0.361
H 0.16 -0.21 4.46  0.449
H 3.07 0.44 4.08  0.285
H -1.92 3.90 0.56  0.346
H -0.37 2.34 -8.60  0.365
H -6.10 3.41 -3.14  0.381
H 4.48 -2.97 -3.08  0.377
H 0.34 -1.95 -3.70  0.386
H 1.91 2.66 -2.85  0.735
H 4.33 -3.15 3.67  0.382
H -1.94 3.25 -6.89  0.423
H 0.17 3.96 -1.18  0.549
H 2.76 1.20 1.70  0.581
H -2.74 -0.36 -0.41  0.412
H -4.23 1.84 -2.68  0.366
H 4.84 -1.45 3.66  0.274

Energy above the lowest of the compared OMol25 structures with the same formula, charge and spin in eV: 2.916
Largest force on an atom in eV Å⁻¹: 4.00
LUMO (spin up / spin down) in eV: -0.13 / -2.16
HOMO-LUMO gap (spin up / spin down) in eV: 4.690 / 2.943
Expectation value of S²: 2.03
Spin multiplicity: 3
E_HOMO (spin up / spin down) in eV: -4.820 / -5.103

***

- Which formula does entry 1 have?
  C19H23IrNOP